21
Properties=species:S:1:pos:R:3 method="wB97M-V/def2-TZVPD" smiles="CO[C@@H]1C=CC=N/C1=C(/[O-])OC(=O)[O-]" total_charge=-2 de_lowest_kcal_mol=28.71
C 1.770 -0.732 1.217
C 1.585 0.451 0.493
C 0.637 -1.309 1.793
C -4.181 1.806 2.779
C -1.650 1.443 1.491
C 0.220 0.714 0.010
C -0.687 0.368 1.162
C -1.356 -0.636 -1.286
N -0.569 -0.744 1.824
O -3.923 2.615 3.614
O -1.348 2.608 1.237
O -5.140 1.296 2.306
O -2.807 1.063 2.070
O -0.035 -0.080 -1.310
H 2.874 -1.017 1.503
H 2.418 1.159 0.261
H 0.995 -2.331 2.308
H -0.090 1.799 -0.311
H -1.946 -0.218 -2.127
H -1.764 -0.342 -0.283
H -1.216 -1.769 -1.301

17
Properties=species:S:1:pos:R:3 method="wB97M-V/def2-TZVPD" total_charge=0 de_lowest_kcal_mol=100.29
C -1.722 -1.916 0.498
C 1.817 -1.842 -0.509
C 2.264 -1.318 0.683
C 1.117 -0.935 -1.185
C 1.711 -0.147 1.079
C -3.184 0.276 0.234
C -2.308 -0.772 0.549
C -2.731 1.241 -0.606
N -1.005 -2.852 0.252
S 0.659 0.445 -0.249
H 2.350 -2.628 -1.035
H 2.927 -1.818 1.296
H 0.696 -1.164 -2.172
H -4.074 0.394 0.960
H 1.633 0.321 1.996
H -1.841 1.038 -1.245
H -3.379 2.023 -0.768

22
Properties=species:S:1:pos:R:3 method="wB97M-V/def2-TZVPD" multiplicity=3 total_charge=+2
O 0.411 -4.113 0.224
C 0.196 -3.093 -0.234
Pr -1.532 1.575 0.271
O 1.208 -0.494 1.666
C 0.401 0.223 1.257
C -0.776 0.046 -1.430
O -1.072 1.259 -1.888
C -1.974 -0.488 1.824
O -2.030 -1.485 2.405
C 0.409 -0.537 -1.726
O 1.377 -0.825 -2.332
H -1.457 -0.389 -0.509
C 1.430 5.071 -0.041
C 1.158 3.626 -0.169
C 2.105 2.756 -0.907
O 0.093 3.147 0.342
H 2.493 5.262 -0.222
H 1.154 5.435 0.956
H 0.850 5.637 -0.788
H 2.410 1.886 -0.307
H 1.659 2.386 -1.845
H 3.003 3.335 -1.159

16
Properties=species:S:1:pos:R:3 method="wB97M-V/def2-TZVPD" total_charge=0 de_lowest_kcal_mol=161.15
C 1.219 0.603 0.759
C -0.030 0.480 0.757
C 2.411 0.164 0.412
C 2.503 -0.943 -0.439
C 3.528 0.216 -0.523
C -1.207 0.098 0.306
C -1.644 -1.323 0.465
C -2.191 1.037 -0.315
H 3.529 0.890 -1.372
H 4.510 0.024 -0.105
H -1.661 -1.795 -0.518
H -2.651 -1.370 0.878
H -0.960 -1.880 1.099
H -1.734 1.994 -0.551
H -3.024 1.209 0.370
H -2.598 0.597 -1.225

16
Properties=species:S:1:pos:R:3 method="wB97M-V/def2-TZVPD" smiles="C1=CC2C=CC1C=C2" total_charge=0 de_lowest_kcal_mol=87.14
C -0.106 -1.399 -0.692
C 1.116 -0.898 -0.578
C 1.188 0.422 0.066
C 0.476 0.163 1.392
C -0.798 -0.172 1.214
C -1.225 -0.414 -0.158
C -0.923 1.013 -0.666
C 0.269 1.430 -0.600
H -0.234 -2.366 -1.290
H 1.990 -1.404 -0.988
H 2.197 0.649 0.267
H 1.151 0.113 2.368
H -1.442 -0.841 2.044
H -2.298 -1.065 -0.312
H -1.782 1.649 -1.067
H 0.443 2.394 -0.891

16
Properties=species:S:1:pos:R:3 method="wB97M-V/def2-TZVPD" smiles=c1ccccc1.C#C total_charge=0 de_lowest_kcal_mol=91.71
C 0.816 -1.164 -1.484
C 1.087 -1.418 -0.123
C 0.729 -0.442 0.926
C 0.348 0.795 0.434
C 0.067 1.047 -0.959
C 0.286 0.059 -1.854
C -1.673 0.694 2.236
C -1.854 0.398 1.073
H 1.032 -1.984 -2.348
H 1.768 -2.369 -0.048
H 0.566 -0.706 2.023
H 0.268 1.566 1.141
H -0.261 2.036 -1.293
H 0.221 0.252 -2.909
H -1.251 0.867 3.229
H -2.148 0.370 -0.045

26
Properties=species:S:1:pos:R:3 method="wB97M-V/def2-TZVPD" total_charge=+4
Al 1.013 -1.013 -4.856
Sc -0.845 0.216 -0.946
Cl -0.493 -1.383 -3.248
Cl -2.136 2.044 -1.356
C 1.083 1.043 -0.556
C 0.799 -2.522 -6.226
C 0.183 0.647 -5.814
O 2.151 1.475 -0.347
O 0.450 -3.414 -6.889
O -0.436 1.498 -6.312
C -2.378 1.161 2.288
N -0.979 0.767 2.373
C -0.094 1.192 3.344
C 1.068 0.506 3.177
N 0.890 -0.334 2.095
C 1.833 -1.343 1.650
C -0.397 -0.227 1.619
Se -1.361 -1.609 0.710
H -2.827 1.132 3.293
H -2.894 0.448 1.635
H -2.476 2.170 1.856
H -0.368 1.894 4.115
H 1.985 0.480 3.750
H 2.564 -0.934 0.939
H 2.369 -1.719 2.533
H 1.296 -2.177 1.175

19
Properties=species:S:1:pos:R:3 method="wB97M-V/def2-TZVPD" total_charge=0 de_lowest_kcal_mol=0.00
C -0.134 2.291 -0.783
C 0.763 1.586 -1.481
C -0.880 0.521 0.637
C -0.284 -0.436 -0.080
C -0.389 -1.904 -0.070
C -0.525 1.954 0.586
C 1.206 0.241 -0.991
C -0.283 -2.713 1.156
O -0.541 -2.498 -1.139
Cl 1.587 -0.768 -2.288
Br 2.517 0.315 0.346
H -0.563 3.179 -1.144
H 0.778 1.836 -2.500
H -1.706 0.343 1.311
H 0.398 2.019 1.217
H -1.277 2.658 0.813
H -0.510 -2.151 2.066
H 0.791 -2.921 1.217
H -0.949 -3.553 1.129

49
Properties=species:S:1:pos:R:3 method="wB97M-V/def2-TZVPD" total_charge=-3 de_lowest_kcal_mol=127.79
Na -0.552 1.227 -1.085
C -0.851 -5.479 -3.846
F -0.285 -6.648 -4.025
F -0.466 -4.723 -4.863
F -2.178 -5.432 -3.794
S -0.076 -4.578 -2.170
O -0.479 -5.320 -0.936
O 1.402 -4.620 -2.227
O -0.661 -3.213 -2.100
C 6.486 1.946 -1.770
F 6.160 1.816 -0.473
F 6.455 3.249 -2.209
F 7.726 1.548 -1.964
S 5.361 0.835 -2.898
O 5.726 1.157 -4.254
O 5.712 -0.549 -2.510
O 3.949 1.110 -2.579
C -4.264 -0.390 3.484
F -3.499 -0.244 2.392
F -3.710 0.090 4.585
F -5.443 0.251 3.193
S -4.584 -2.260 3.838
O -3.413 -3.040 3.456
O -4.925 -2.411 5.271
O -5.760 -2.485 3.063
C 3.757 -0.757 4.702
F 3.984 -1.862 5.379
F 2.958 0.156 5.320
F 4.864 -0.137 4.183
S 2.835 -1.297 3.077
O 3.904 -1.776 2.166
O 1.886 -2.347 3.503
O 2.154 -0.059 2.640
Cl -4.751 0.579 -3.938
C -4.449 -0.205 -5.455
C -5.754 -0.604 -6.187
Cl -6.538 -1.845 -5.229
H -3.763 -1.043 -5.333
H -3.733 0.393 -6.019
H -5.656 -1.004 -7.196
H -6.384 0.270 -6.353
Cl 1.703 8.141 3.267
C 0.836 6.821 4.118
C 0.905 5.473 3.369
Cl -0.105 5.522 1.879
H -0.216 7.072 4.253
H 1.309 6.885 5.098
H 0.507 4.674 3.995
H 1.917 5.113 3.181

49
Properties=species:S:1:pos:R:3 method="wB97M-V/def2-TZVPD" total_charge=-3 de_lowest_kcal_mol=126.92
Na -13.215 12.499 21.801
C -9.029 6.598 21.076
F -7.779 7.022 21.456
F -9.450 5.642 21.811
F -9.967 7.567 21.116
S -8.858 5.918 19.232
O -10.102 5.139 18.975
O -8.677 7.123 18.432
O -7.672 5.064 19.112
C -6.727 16.081 18.747
F -6.028 16.688 17.785
F -5.916 15.336 19.477
F -7.306 17.003 19.529
S -8.171 14.927 18.059
O -9.034 15.779 17.163
O -7.467 13.908 17.269
O -8.944 14.364 19.166
C -19.095 15.143 17.891
F -18.667 13.968 17.506
F -20.028 15.727 17.067
F -19.627 14.962 19.061
S -17.600 16.395 18.104
O -16.600 15.642 18.924
O -17.020 16.643 16.736
O -17.967 17.570 18.912
C -15.130 9.153 14.621
F -14.976 8.078 15.372
F -14.726 8.880 13.331
F -16.380 9.559 14.723
S -13.811 10.423 15.271
O -12.455 10.052 14.809
O -14.253 11.627 14.565
O -13.937 10.445 16.705
Cl -16.974 4.180 19.704
C -16.543 5.275 21.037
C -17.454 6.564 21.089
Cl -16.622 7.636 22.279
H -15.533 5.662 20.901
H -16.540 4.827 22.031
H -18.384 6.234 21.553
H -17.615 7.005 20.106
Cl -6.861 13.431 25.927
C -7.154 15.165 26.153
C -8.480 15.479 26.774
Cl -9.912 14.781 25.917
H -7.045 15.784 25.263
H -6.306 15.485 26.759
H -8.653 16.551 26.864
H -8.584 14.931 27.711

19
Properties=species:S:1:pos:R:3 method="wB97M-V/def2-TZVPD" total_charge=+1 de_lowest_kcal_mol=37.95
C 2.719 1.015 -0.396
C 1.651 1.921 -0.261
C 2.378 -0.313 -0.517
C 0.367 1.481 -0.286
C 1.062 -0.807 -0.536
C 0.037 0.067 -0.217
C -1.648 -1.269 0.666
C 0.857 -2.128 -0.829
N -1.268 -0.174 -0.070
N -2.857 -1.700 0.722
Cl 2.034 -3.303 -1.007
H 3.688 1.400 -0.407
H 1.945 2.948 0.002
H 3.063 -1.040 -0.691
H -0.573 2.053 -0.093
H -0.032 -2.670 -0.594
H -1.791 0.720 -0.087
H -3.300 -2.444 1.255
H -3.494 -1.223 0.059

20
Properties=species:S:1:pos:R:3 method="wB97M-V/def2-TZVPD" total_charge=0 de_lowest_kcal_mol=33.15
C -1.268 -1.163 -2.053
C -1.021 -1.048 -0.682
C -0.794 -0.170 -2.940
C 0.169 1.024 -1.194
C -0.356 0.084 -0.211
C -0.021 1.432 2.033
C -0.052 0.191 1.237
C 1.799 -0.678 1.342
N -0.151 0.923 -2.511
F 2.808 0.137 1.057
F 1.805 -0.891 2.692
I 1.889 -2.472 0.168
H -1.911 -1.960 -2.391
H -1.377 -1.743 0.043
H -1.080 -0.213 -3.949
H 0.248 2.105 -1.064
H -0.789 2.109 1.664
H -0.199 1.013 3.021
H 0.819 2.073 1.981
H -0.519 -0.754 1.756

20
Properties=species:S:1:pos:R:3 method="wB97M-V/def2-TZVPD" total_charge=-1 de_lowest_kcal_mol=5.53
C -2.242 -1.038 -1.342
C -1.900 0.185 -1.975
C -1.231 -1.652 -0.640
C -0.740 0.826 -1.744
C -0.026 -1.051 -0.380
C 0.163 0.272 -0.801
C 1.231 1.042 -0.375
C 0.743 0.230 2.522
O 2.848 -0.746 0.891
O 3.044 1.639 1.524
F 0.652 1.293 3.307
S 2.214 0.559 0.989
H -3.173 -1.534 -1.576
H -2.585 0.583 -2.758
H -1.557 -2.510 -0.108
H -0.406 1.769 -2.347
H 0.761 -1.482 0.426
H 1.317 2.182 -0.591
H -0.241 0.189 2.092
H 1.129 -0.756 2.887

18
Properties=species:S:1:pos:R:3 method="wB97M-V/def2-TZVPD" total_charge=0 de_lowest_kcal_mol=177.73
C -0.208 -2.272 -1.487
C -0.354 -1.256 -2.377
C -0.364 -2.088 -0.080
C -0.295 -0.877 0.490
C -0.425 -0.024 -1.806
C -0.153 1.478 -0.012
C -0.183 2.785 0.206
C 0.664 0.479 2.120
N -0.156 1.130 -1.448
N -0.082 0.358 0.941
H 0.013 -3.347 -1.799
H -0.566 -1.646 -3.281
H -0.212 -2.973 0.466
H -0.051 3.210 1.228
H -0.267 3.569 -0.558
H 0.096 0.378 2.967
H 1.314 -0.386 2.210
H 1.228 1.482 2.217

21
Properties=species:S:1:pos:R:3 method="wB97M-V/def2-TZVPD" total_charge=0 de_lowest_kcal_mol=89.81
C -3.013 0.321 0.220
C -2.593 1.696 0.341
C -2.140 -0.658 -0.146
C -1.245 1.973 0.295
C -0.796 -0.313 -0.325
C -0.377 0.972 -0.071
C 0.267 -1.171 -1.009
C 2.923 -0.871 0.916
N 0.336 -2.381 -1.175
N 1.631 -0.286 0.928
O 1.299 -0.165 -1.561
O 2.185 1.936 -0.226
S 1.376 0.754 -0.248
H -4.111 0.218 0.371
H -3.183 2.463 0.645
H -2.381 -1.707 -0.179
H -0.983 2.965 0.257
H 3.467 -0.558 1.884
H 2.922 -1.909 0.774
H 3.408 -0.354 0.036
H 1.009 -2.926 -1.728

19
Properties=species:S:1:pos:R:3 method="wB97M-V/def2-TZVPD" smiles=CNc1ccc(SC#N)cc1 total_charge=0 de_lowest_kcal_mol=39.69
C -4.161 -0.702 0.188
C -1.878 0.250 0.094
C -1.066 1.404 0.215
C 0.239 1.354 -0.090
C 0.818 0.151 -0.516
C 3.158 -0.357 0.702
C 0.051 -1.021 -0.685
C -1.324 -0.983 -0.305
H -5.111 -0.417 0.685
H -4.270 -0.987 -0.893
H -3.830 -1.575 0.747
H -3.580 1.328 0.447
H -1.493 2.319 0.585
H 0.902 2.161 0.028
H 0.484 -1.928 -1.037
H -1.977 -1.881 -0.367
N -3.216 0.360 0.470
N 3.585 -0.630 1.773
S 2.579 0.143 -0.845

21
Properties=species:S:1:pos:R:3 method="wB97M-V/def2-TZVPD" total_charge=-1 de_lowest_kcal_mol=51.23
C 2.772 0.267 -0.318
C 2.465 0.148 1.087
C 1.820 -0.156 -1.234
C 1.273 -0.322 1.524
C 0.573 -0.656 -0.741
C 0.199 -0.649 0.606
C -2.311 -0.915 0.236
C -1.155 -0.867 0.963
N -2.360 -0.218 -1.087
N -1.578 0.985 -1.061
N -1.617 1.569 0.106
O -0.922 2.565 0.298
O -3.368 -1.478 0.521
H 3.742 0.759 -0.459
H 3.067 0.367 1.913
H 2.113 -0.147 -2.357
H 0.976 -0.402 2.526
H -0.152 -0.994 -1.552
H -1.491 -0.958 1.956
H -3.317 -0.120 -1.293
H -0.729 1.224 -1.635

24
Properties=species:S:1:pos:R:3 method="wB97M-V/def2-TZVPD" smiles="O=c1cc[nH]c(=O)[nH]1.O=c1cc[nH]c(=O)[nH]1" total_charge=0 de_lowest_kcal_mol=75.77
C -1.225 0.587 1.183
C -0.899 0.661 2.642
C -1.057 -0.334 3.447
C -0.982 -1.941 1.494
C 0.320 0.671 -3.372
C 0.908 1.733 -2.650
C 1.668 1.651 -1.476
C 1.205 -0.678 -1.391
H -0.856 -0.731 -0.378
H -1.192 1.716 3.086
H -1.089 -0.272 4.456
H -1.112 -2.396 3.361
H -0.050 -1.291 -2.831
H 1.036 2.741 -3.057
H 2.449 2.339 -1.070
H 2.206 0.501 0.061
N -1.011 -0.741 0.706
N -1.133 -1.622 2.819
N 0.458 -0.476 -2.495
N 1.731 0.465 -0.893
O -1.753 1.553 0.549
O -0.969 -3.073 1.092
O -0.053 0.630 -4.532
O 1.401 -1.691 -0.752

24
Properties=species:S:1:pos:R:3 method="wB97M-V/def2-TZVPD" smiles="O=c1cc[nH]c(=O)[nH]1.O=c1cc[nH]c(=O)[nH]1" total_charge=0 de_lowest_kcal_mol=46.22
C -1.240 -0.881 -0.908
C -1.319 -1.098 0.534
C -1.882 -2.253 0.970
C -2.487 -3.035 -1.209
C 3.197 2.070 -0.142
C 2.920 2.249 1.325
C 1.624 2.022 1.764
C 0.735 2.039 -0.532
H -1.803 -1.881 -2.729
H -0.875 -0.351 1.161
H -1.933 -2.594 2.005
H -2.743 -4.057 0.518
H 2.158 1.935 -1.918
H 3.758 2.468 1.934
H 1.373 2.174 2.819
H -0.306 2.150 1.332
N -1.876 -1.881 -1.701
N -2.445 -3.172 0.137
N 2.079 1.878 -0.905
N 0.573 2.028 0.907
O -0.716 0.010 -1.508
O -2.976 -3.923 -1.898
O 4.306 2.036 -0.571
O -0.122 2.067 -1.384

24
Properties=species:S:1:pos:R:3 method="wB97M-V/def2-TZVPD" smiles="O=c1cc[nH]c(=O)[nH]1.O=c1cc[nH]c(=O)[nH]1" total_charge=0 de_lowest_kcal_mol=164.01
C 1.273 1.041 -0.363
C 2.809 0.885 -0.611
C 3.227 -0.412 -0.315
C 0.922 -1.344 0.068
C -1.096 0.743 1.296
C -1.257 1.896 0.252
C -1.609 1.558 -0.960
C -1.877 -0.955 -0.380
H -0.495 -0.096 -0.270
H 3.431 1.707 -1.156
H 4.305 -0.760 -0.192
H 2.833 -2.205 0.895
H -1.621 -1.271 1.602
H -1.284 2.883 0.685
H -1.754 2.363 -1.623
H -2.306 -0.229 -2.116
N 0.491 -0.078 -0.345
N 2.270 -1.413 0.289
N -1.697 -0.469 0.944
N -1.605 0.102 -1.308
O 0.781 2.164 -0.328
O 0.144 -2.203 0.337
O -0.427 0.780 2.310
O -2.209 -1.975 -0.919

| no. | E_tot (a.u.) |
| --- | --- |
| 1 | -739.93861 |
| 2 | -761.77221 |
| 3 | -1276.80981 |
| 4 | -309.35698 |
| 5 | -309.47492 |
| 6 | -309.46765 |
| 7 | -4968.20696 |
| 8 | -3418.98408 |
| 9 | -6006.74921 |
| 10 | -6006.75060 |
| 11 | -878.97904 |
| 12 | -861.72846 |
| 13 | -958.12064 |
| 14 | -418.90245 |
| 15 | -967.67273 |
| 16 | -817.31672 |
| 17 | -624.29805 |
| 18 | -829.63964 |
| 19 | -829.68673 |
| 20 | -829.49901 |